Entry from the Open Molecules 2025 dataset: C3H5N3 in the gas phase (ωB97M-V with the def2-TZVPD basis set).

```
11
Properties=species:S:1:pos:R:3:forces:R:3
C 1.317393 -0.408429 0.538056 0.1 0.0 -0.1
N -2.256233 0.101735 -0.376942 0.1 -0.1 0.1
H 0.864259 0.394051 -1.418166 -0.1 0.1 0.1
N 2.480695 -0.765592 0.174557 -0.3 0.0 0.3
H -3.005920 0.692843 -0.053377 0.1 0.0 -0.1
C -0.987389 0.513205 -0.229703 0.1 0.3 0.1
H -2.480824 -0.711926 -0.922043 0.1 0.1 0.1
H 3.010553 -1.120718 0.971094 -0.1 -0.1 -0.1
C 0.424672 0.284494 -0.425259 0.3 -0.1 -0.2
N -0.307670 1.494788 0.172389 -0.4 -0.2 -0.1
H 0.940463 -0.474450 1.569394 0.1 0.0 -0.1
```
Positions in Å, forces in eV/Å.

Calculated values
E_LUMO ... 0.75 eV
SMILES ... [H]/N=C/[C@@H]1N=C1N
Strongest force on any atom ... 0.0092 Eh/bohr
HOMO-LUMO gap ... 10.280 eV
HOMO energy ... -9.53 eV
Multiplicity ... 1
Calculated total energy ... -7660.35095 eV

***

Entry from the Open Molecules 2025 dataset: C23H26N7ORuS4 as an isolated structure at a distorted geometry (ωB97M-V with the def2-TZVPD basis set).

```
62
Properties=species:S:1:pos:R:3:forces:R:3
C -1.793217 3.736516 -1.314899 0.0 -0.1 -0.1
H -2.087066 -5.552796 1.161057 0.0 0.0 0.0
C -1.531430 2.452316 -0.860654 0.1 -0.1 -0.1
H -6.213327 -4.313009 -0.268436 0.0 0.0 0.0
H 1.822045 0.287798 -2.237237 0.1 -0.2 -0.1
N -3.475829 -4.738841 -0.142939 0.0 0.1 0.0
Ru -0.037660 -0.040464 -0.336831 0.5 -1.3 0.8
H -4.781362 -6.293140 -0.579582 0.0 0.0 0.0
C -1.845303 -3.605436 -3.118160 0.0 0.0 0.1
O -4.420965 -4.502541 -2.176229 -0.1 0.0 -0.1
C -0.267784 3.467382 -2.958453 -0.2 0.1 0.1
H -1.518836 -4.148816 0.285334 0.0 0.0 0.0
C -2.411106 -3.333710 -1.877786 0.0 0.1 -0.1
C -2.751752 -3.684713 1.989035 0.0 -0.1 0.1
C 4.994305 0.931810 0.075154 0.1 0.0 0.0
S 1.097440 1.327315 1.228431 0.4 0.2 -0.6
H 5.166748 -2.232009 1.243249 0.0 0.0 0.0
C 3.083234 -0.357477 -0.680578 0.2 0.0 0.1
N -1.095338 -1.337459 -1.700708 0.4 -0.5 -0.2
N -1.875317 0.591125 0.661069 -0.2 0.4 0.1
N -3.097414 2.434813 1.059205 0.0 -0.1 0.1
H 6.401921 -0.087021 1.340343 0.0 0.0 0.0
H -2.433029 -1.910863 -0.258810 0.1 -0.1 0.0
N -3.331313 1.479278 1.986575 0.1 0.0 -0.2
H 0.243226 3.870912 -3.822724 0.0 0.0 0.0
C -5.850287 -4.854729 0.603000 0.0 0.0 0.0
C 3.608797 -1.458329 -0.004100 0.0 0.0 0.0
C -2.381852 -4.562644 0.802094 0.0 0.0 0.0
H -2.140273 -4.496452 -3.655013 -0.1 0.0 0.0
C -2.208657 1.858078 0.285977 -0.1 -0.1 0.1
C -2.582785 0.393709 1.753692 0.0 0.0 -0.1
H 3.076307 -2.401208 -0.039633 0.0 0.0 0.0
H -3.104917 -2.709463 1.651141 0.0 0.0 0.0
C -2.011877 -2.185528 -1.216331 0.0 0.1 0.0
H -1.879510 -3.542259 2.628374 0.0 0.1 0.0
H -3.963839 1.657331 2.748530 0.0 0.0 0.0
S 0.331844 -1.909847 1.015903 -0.6 0.7 -1.3
H 1.685345 -1.436700 -1.852326 0.0 0.0 0.0
H -0.473767 -2.885182 -4.612024 0.0 0.0 0.0
C 5.486556 -0.165528 0.768622 0.0 0.0 0.0
C -0.586119 -1.595212 -2.912735 -0.3 0.1 0.0
C -0.924927 -2.718129 -3.644936 -0.1 0.0 0.0
N -1.164562 4.253396 -2.359675 0.2 -0.1 -0.1
C 4.787768 -1.364044 0.718602 0.0 0.0 0.0
S 0.355029 0.710004 2.982839 -0.2 -1.0 0.4
H -5.676533 -4.145219 1.411980 0.0 0.0 0.0
C -4.578437 -5.613736 0.250035 -0.1 0.0 0.0
H -4.230986 -6.203441 1.099388 0.0 0.0 0.0
H 5.533824 1.870475 0.093910 0.0 0.0 0.0
C 1.795332 -0.439849 -1.417344 -0.6 0.3 0.2
S 0.749114 -1.396901 2.909622 0.2 0.8 0.9
C 3.812085 0.831564 -0.637991 -0.1 0.0 0.0
H 0.108275 -0.863661 -3.302188 0.1 -0.1 0.1
C 0.023036 2.191429 -2.506375 -0.1 0.0 0.0
N -0.598282 1.673386 -1.445358 0.0 0.5 0.2
H -6.624126 -5.554167 0.919205 0.0 0.0 0.0
H 3.431329 1.699265 -1.167289 0.0 0.0 0.0
H -2.527875 4.343626 -0.803704 0.0 0.0 0.0
H -3.543536 -4.138428 2.586610 0.0 0.0 0.0
C -3.519072 -4.233307 -1.397431 0.1 -0.1 0.1
H -2.573082 -0.488930 2.369721 0.0 0.0 0.0
H 0.767489 1.578062 -2.993218 0.0 0.1 0.0
```
Positions in Å, forces in eV/Å.

Calculated values
E_LUMO (alpha / beta) ... -0.76 / -1.07 eV
Strongest force on any atom ... 0.0304 Eh/bohr
HOMO-LUMO gap (alpha / beta) ... 6.102 / 5.835 eV
HOMO energy (alpha / beta) ... -6.86 / -6.91 eV
Multiplicity ... 2
Calculated total energy ... -82676.04347 eV

***

Entry from the Open Molecules 2025 dataset: C20H20N5O7P2Ru as an isolated structure at a distorted geometry (ωB97M-V with the def2-TZVPD basis set).

```
55
Properties=species:S:1:pos:R:3:forces:R:3
H 0.756400 4.609700 0.338400 0.1 0.2 0.0
N -1.074300 2.026600 0.993400 0.2 0.6 0.1
C 0.307700 2.615500 -0.520300 -0.2 0.0 0.3
H -0.312300 -1.100700 4.177700 -0.1 0.1 0.0
H -3.507500 -1.862800 -2.746200 0.2 0.0 -0.3
O -5.308200 -0.644200 -0.195100 -0.4 -0.2 0.1
H -6.170900 0.908800 3.416800 0.0 0.0 0.1
H -6.181500 0.772900 1.655700 -0.1 0.0 0.0
C 1.951700 -2.928700 -0.852400 -0.1 0.2 -0.4
P -4.092100 -0.980500 -0.932700 -0.6 0.2 0.2
O -1.724500 -2.348800 -2.177100 -0.2 0.1 0.1
H 0.885800 2.532600 -1.417500 0.1 -0.1 -0.2
C 3.064600 -4.293900 4.077700 0.0 0.1 0.0
H 3.258900 -5.130300 3.411200 0.1 -0.1 0.0
C -2.596800 -0.919600 2.660500 0.2 0.2 0.0
H -2.337000 -1.933200 2.921100 0.0 -0.2 0.0
H 2.087200 -2.837400 -3.041800 0.0 -0.2 -0.2
O -2.681200 -4.471900 -1.253600 0.1 0.1 -0.4
C 2.136200 -3.315300 3.439000 -0.2 0.1 -0.2
C 1.383900 -2.173800 1.429200 -0.2 0.0 0.6
C 0.383000 -1.680200 3.590400 0.1 -0.1 -0.1
C -2.005000 1.205500 1.669600 -0.1 -0.9 0.1
C -5.685300 1.248400 2.504700 -0.1 -0.1 -0.1
C -4.257000 0.832500 2.452700 0.4 0.0 0.1
H 2.925500 -3.651700 1.494000 0.1 0.0 -0.1
N 1.082800 -0.909600 -0.599200 0.1 0.5 -0.4
O -3.345900 -2.273000 -0.177300 0.2 0.2 -0.6
C 1.260800 -1.124900 -1.905100 0.5 -0.3 0.3
H -3.547900 2.668000 1.592500 0.0 0.0 -0.1
C 0.405800 -1.463200 2.193800 0.1 0.0 0.4
C -3.876400 -0.454300 2.844400 0.1 0.1 0.0
C -0.668500 3.262500 1.338700 0.2 0.3 -0.1
H 1.183500 -2.713000 5.265400 0.0 0.0 0.1
N -0.411200 -0.581900 1.607300 0.3 -0.4 -0.7
C -1.625000 -0.123100 2.018000 -0.9 0.8 1.0
H 2.289600 -3.905300 -0.578100 0.0 -0.2 0.2
O -3.030100 0.110400 -1.030500 0.8 -0.4 0.1
N 1.498800 -2.013200 0.042400 0.5 -0.6 -0.6
O -1.028900 -3.111100 0.159900 -0.2 0.1 -0.2
H 1.009400 -0.359200 -2.620200 -0.1 0.0 0.0
H -2.983500 -4.932700 -0.474100 -0.2 -0.3 0.4
N -0.485100 1.632200 -0.136800 -0.1 -0.6 -0.6
Ru -1.108300 -0.700900 -0.455100 -0.1 1.7 0.0
H 2.650600 -4.665900 5.010000 0.0 -0.1 0.1
H -1.033100 3.747100 2.222500 -0.1 0.0 0.2
H -4.617400 -1.115600 3.265000 -0.1 -0.1 0.0
C 1.818100 -2.388700 -2.109000 0.1 0.0 0.2
P -2.100100 -3.038300 -0.893400 -0.1 -1.3 0.3
C 2.201400 -3.092300 2.068000 -0.1 0.2 -0.1
H -5.793700 2.325200 2.405300 0.0 0.1 0.1
C 1.224800 -2.578700 4.194800 -0.1 0.1 0.0
C 0.232300 3.677900 0.383900 -0.1 0.1 0.2
C -3.285800 1.666800 1.907600 0.0 -0.1 0.0
H 4.013800 -3.803100 4.293400 0.1 -0.1 0.1
O -4.359700 -1.577600 -2.379200 -0.4 0.1 0.1
```
Positions in Å, forces in eV/Å.

Calculated values
E_LUMO (alpha / beta) ... 0.22 / -2.40 eV
Strongest force on any atom ... 0.0335 Eh/bohr
HOMO-LUMO gap (alpha / beta) ... 7.889 / 5.689 eV
HOMO energy (alpha / beta) ... -7.67 / -8.09 eV
Multiplicity ... 6
Calculated total energy ... -64011.76181 eV

***

Entry from the Open Molecules 2025 dataset: an isolated ion of composition C3H9BrN and charge +1 at a distorted geometry (ωB97M-V with the def2-TZVPD basis set).

```
14
Properties=species:S:1:pos:R:3:forces:R:3
H 1.390391 -1.424180 -0.598488 -0.2 -0.3 0.7
H 1.988059 -0.707495 0.911663 -0.6 0.4 -0.1
H -0.109930 -1.125967 -1.690396 -0.9 0.4 0.2
H -1.524351 0.158456 1.422699 1.6 1.5 -0.9
H -1.601952 -0.174034 -1.267858 -0.4 -0.2 0.2
Br 0.320499 1.652081 2.367649 0.0 0.0 -0.1
N 0.152457 0.197292 -0.091102 1.4 2.8 0.7
C -0.767392 0.942030 0.988263 -1.3 -2.8 -0.3
H -1.331118 1.722621 0.449368 0.5 -0.3 0.2
C -0.535135 -0.151606 -1.379617 0.6 -1.1 -0.4
H 0.752839 1.070783 -0.314160 -0.5 -2.1 0.3
C 1.079917 -1.008942 0.368182 -0.9 1.0 0.2
H -0.271215 0.496894 -2.204359 0.1 0.6 0.2
H 0.456931 -1.647932 1.038157 0.5 0.3 -0.9
```
Positions in Å, forces in eV/Å.

Calculated values
E_LUMO ... -3.40 eV
SMILES ... C[NH+](C)CBr
Strongest force on any atom ... 0.0619 Eh/bohr
HOMO-LUMO gap ... 11.619 eV
Total charge ... +1
HOMO energy ... -15.02 eV
Multiplicity ... 1
Calculated total energy ... -74781.68333 eV

***

Entry from the Open Molecules 2025 dataset: C21H22N2O3 in the gas phase (ωB97M-V with the def2-TZVPD basis set).

```
48
Properties=species:S:1:pos:R:3:forces:R:3
H 1.682590 5.815681 -2.652268 0.1 0.0 0.0
H -0.330714 -2.529305 -0.053671 0.1 0.1 0.1
H -2.111136 -1.787553 1.490825 0.1 0.1 0.0
C -2.182903 1.601428 -1.198187 -0.1 0.3 -0.3
C -3.279180 2.634515 -0.907130 0.2 0.0 0.3
H -3.738020 2.919389 -1.857555 0.0 -0.1 0.0
H 0.728991 -1.198412 0.511854 -0.1 -0.1 0.0
H -0.281022 1.557686 -2.224817 0.0 0.0 -0.1
C 0.389674 4.129352 -2.425608 0.0 0.1 0.0
H -3.450012 4.640825 -0.147811 0.0 0.0 0.0
H -1.631911 6.309460 -0.010629 -0.1 0.1 0.1
C 2.173864 -3.621948 0.644756 -0.3 0.3 0.0
C 1.399636 -3.485074 1.789075 0.1 -0.1 0.1
C -2.520335 -0.703356 -0.923219 0.0 0.1 0.0
H 5.508987 -5.847815 1.021729 0.1 0.0 0.0
H 0.375205 7.228366 -1.097498 0.0 0.1 0.0
O -2.878363 -1.838718 -1.088301 -0.1 -0.5 0.1
H 0.958551 3.508893 -3.103847 0.1 -0.1 -0.1
C 4.768021 -6.159536 1.754095 -0.1 -0.1 0.0
H -4.049125 2.184810 -0.276249 0.0 0.0 -0.1
H 4.435148 -7.164396 1.491452 0.1 -0.1 0.0
H -1.063941 -0.463196 2.085860 -0.1 -0.1 -0.1
C -0.074589 -1.890767 0.803180 -0.1 0.2 -0.3
N -2.735226 0.369451 -1.717031 0.0 0.2 -0.2
C -1.510014 1.105270 0.083936 -0.2 0.0 -0.2
C -1.061865 5.698142 -0.695561 0.0 0.0 -0.1
C 0.797475 5.424339 -2.173562 0.1 0.0 -0.1
H -1.618705 2.209879 -3.169852 0.0 -0.1 0.0
H 3.853414 -4.575377 -0.252547 0.1 0.0 -0.1
H -2.379297 3.599524 0.789946 -0.1 0.0 0.0
C -1.163233 2.200925 -2.172953 0.0 0.0 0.2
C 2.816647 -5.074844 2.909601 0.0 0.1 -0.1
N -1.770322 -0.233920 0.165142 0.1 -0.3 0.1
C 3.601533 -5.217892 1.769752 0.1 0.0 -0.1
C 1.732912 -4.223686 2.924253 -0.2 0.1 -0.1
C -1.310126 -1.092747 1.228206 0.3 -0.4 0.2
H 1.124355 -4.108984 3.807246 -0.1 0.0 0.1
C -1.482538 4.396410 -0.945553 0.0 0.1 0.0
O -0.875366 1.743550 0.883234 0.2 0.2 0.1
C -0.747041 3.604351 -1.820181 0.1 0.1 -0.1
C 0.065564 6.214601 -1.302915 0.0 0.1 0.1
C 3.260413 -4.481866 0.646279 0.1 -0.1 0.2
O 0.312236 -2.666506 1.910973 0.0 -0.1 0.2
H 5.238555 -6.207861 2.733531 0.1 0.0 0.0
H -3.297759 0.320354 -2.548594 0.0 -0.1 0.1
H 1.945775 -3.067937 -0.252409 -0.1 0.1 -0.1
H 3.061231 -5.638012 3.798713 0.0 0.0 0.1
C -2.688031 3.862506 -0.225690 -0.1 0.0 0.0
```
Positions in Å, forces in eV/Å.

Calculated values
E_LUMO ... 0.62 eV
SMILES ... Cc1ccc(OCCN2C(=O)N[C@@]3(CCc4ccccc4C3)C2=O)cc1
Strongest force on any atom ... 0.0096 Eh/bohr
HOMO-LUMO gap ... 8.902 eV
HOMO energy ... -8.29 eV
Multiplicity ... 1
Calculated total energy ... -31258.76758 eV

***

Entry from the Open Molecules 2025 dataset: C2H2LaLiO2 as an isolated structure at a distorted geometry (ωB97M-V with the def2-TZVPD basis set).

```
8
Properties=species:S:1:pos:R:3:forces:R:3
C -0.673725 0.581778 -0.154328 4.6 1.1 -2.7
Li -0.384785 -1.782949 -1.132884 -0.1 0.3 -0.3
O 0.710056 -1.192636 0.547440 0.4 0.8 0.5
H -1.267813 0.440941 1.086857 -0.1 -2.1 0.3
O -0.361199 0.147587 -1.403009 -2.1 -0.4 2.2
H -0.931518 1.655194 -0.056211 -0.2 -0.5 0.2
C 0.102954 -0.077600 0.859798 0.0 1.5 -0.7
La 2.806029 0.227684 0.252336 -2.6 -0.7 0.4
```
Positions in Å, forces in eV/Å.

Calculated values
E_LUMO (alpha / beta) ... -10.04 / -9.80 eV
Strongest force on any atom ... 0.1055 Eh/bohr
HOMO-LUMO gap (alpha / beta) ... 5.754 / 7.263 eV
Total charge ... +2
HOMO energy (alpha / beta) ... -15.79 / -17.07 eV
Multiplicity ... 1
Calculated total energy ... -7243.68511 eV